42
Properties=species:S:1:pos:R:3 method="wB97M-V/def2-TZVPD" energy_ha=-1783.23245 lumo_energy_ha=-0.03514 homo_ev=-8.81
C 2.365 -1.611 2.379
C 3.076 -0.411 1.763
F 3.039 0.671 2.646
C 2.575 0.067 0.390
C 1.534 1.146 0.412
C 1.667 2.352 -0.134
Cl 3.079 2.919 -0.935
C 0.523 3.331 -0.088
O 0.679 4.518 -0.007
C -0.828 2.667 -0.147
I -2.308 3.814 -1.045
C -1.011 1.462 0.388
B -2.340 0.584 0.356
O -2.800 0.203 -0.877
N -3.017 0.088 1.509
C -2.969 -1.382 1.606
C -2.786 0.785 2.769
C 0.203 0.870 1.051
O 0.102 0.178 2.036
H 1.900 -1.305 3.316
H 3.070 -2.416 2.589
H 1.565 -1.987 1.740
H 4.137 -0.648 1.641
H 3.432 0.447 -0.167
H 2.159 -0.785 -0.159
H -2.145 0.335 -1.571
H -3.939 -1.834 1.378
H -2.672 -1.665 2.617
H -2.245 -1.816 0.910
H -3.732 0.943 3.298
H -2.350 1.769 2.581
H -2.108 0.237 3.431
C -0.965 -1.885 -3.627
C 0.165 -1.123 -2.983
O 0.069 -0.679 -1.858
C 1.418 -0.935 -3.798
H -1.807 -1.952 -2.942
H -1.276 -1.385 -4.546
H -0.630 -2.889 -3.896
H 1.184 -0.401 -4.721
H 1.833 -1.905 -4.075
H 2.151 -0.370 -3.227